Entry 1:
Computed, not measured: C43H35BCl3N6OZr as an isolated structure in a non-equilibrium geometry, with wB97M-V/def2-TZVPD.

The value obtained for the total energy is -3516.1504 Eh. As for the energy above the lowest of the compared OMol25 structures with the same formula, charge and spin: 1.922 eV. Its net charge is -1.

```
90
Properties=species:S:1:pos:R:3:forces:R:3:mulliken_charge:R:1
Zr -0.784 -0.172 0.246 0.3 -1.2 -0.2 -2.49
C 2.591 3.376 -2.551 0.0 -0.1 0.0 -1.45
C 1.849 2.919 -1.338 0.0 0.1 0.1 0.89
C 1.401 3.670 -0.275 0.0 0.1 0.0 -1.82
C 0.751 2.765 0.573 0.1 0.0 -0.1 0.45
N 0.860 1.534 0.078 0.0 0.1 0.3 1.19
N 1.504 1.637 -1.107 0.0 0.0 -0.1 0.49
B 1.698 0.440 -2.059 0.0 -0.2 0.2 -1.64
N 2.320 -0.697 -1.256 0.1 0.1 0.0 -0.16
N 1.615 -1.222 -0.228 -0.1 0.1 0.0 1.38
C 2.417 -2.104 0.360 0.0 -0.1 -0.1 -0.17
C 3.656 -2.150 -0.305 0.1 0.0 0.1 -1.03
C 3.555 -1.224 -1.320 0.0 -0.1 0.0 0.57
C 4.560 -0.823 -2.351 -0.1 0.0 0.1 -1.47
C 1.975 -2.896 1.507 0.0 0.0 0.0 0.77
C 0.974 -2.402 2.353 -0.2 -0.2 0.2 0.04
C 0.462 -3.308 3.300 0.0 0.0 0.0 -0.60
C 0.982 -4.577 3.475 0.0 0.0 0.0 -0.83
C 2.046 -5.010 2.690 0.0 0.1 0.0 -0.69
C 2.515 -4.169 1.698 0.0 0.0 -0.1 -0.95
N 0.386 -0.163 -2.647 -0.1 0.3 0.1 1.26
N -0.467 -0.911 -1.893 -0.3 -0.4 -0.6 0.30
C -1.311 -1.519 -2.740 0.2 0.2 0.0 -0.15
C -1.021 -1.122 -4.047 0.0 0.0 -0.1 -1.41
C 0.054 -0.259 -3.941 0.0 -0.2 -0.1 0.82
C 0.804 0.412 -5.044 0.0 0.0 0.1 -1.50
C -2.331 -2.483 -2.308 0.1 0.1 0.1 0.30
C -3.511 -2.615 -3.034 0.0 0.0 0.0 -0.64
C -4.497 -3.497 -2.617 0.0 0.1 0.0 -0.79
C -4.309 -4.256 -1.469 0.0 0.0 0.0 -0.40
C -3.131 -4.131 -0.745 0.0 -0.1 0.1 -0.67
C -2.144 -3.256 -1.167 0.0 0.1 0.0 0.08
C -0.133 3.129 1.690 0.0 0.0 0.0 1.31
C -1.242 2.357 2.015 0.4 0.3 0.0 1.57
C -2.160 2.759 2.962 -0.1 -0.1 0.1 -0.96
C -1.969 3.960 3.628 0.0 0.0 0.0 -0.67
C -0.850 4.734 3.342 0.0 0.0 0.0 -0.74
C 0.056 4.324 2.377 0.0 0.0 0.0 -1.00
H 2.771 4.447 -2.475 0.0 0.0 0.0 0.43
H 3.552 2.869 -2.643 0.0 0.0 0.0 0.21
H 2.022 3.184 -3.462 0.0 0.0 0.0 0.19
H 1.481 4.739 -0.159 0.0 0.0 0.0 0.48
H 2.403 0.777 -2.963 0.0 0.0 0.0 -0.09
H 4.514 -2.754 -0.056 -0.1 0.0 0.0 0.59
H 5.471 -1.403 -2.212 0.0 0.0 0.0 0.43
H 4.183 -1.003 -3.359 0.0 0.0 0.0 0.22
H 4.809 0.237 -2.272 0.0 0.0 0.0 0.21
H -0.394 -1.043 3.059 -0.1 0.1 0.1 1.12
H -0.362 -2.979 3.925 0.1 0.0 0.0 0.46
H 0.568 -5.229 4.236 0.0 0.0 0.0 0.39
H 2.487 -5.987 2.839 0.0 0.0 0.0 0.38
H 3.292 -4.513 1.025 0.0 0.0 0.0 0.38
H -1.505 -1.445 -4.954 0.0 0.0 0.0 0.55
H 0.314 0.194 -5.991 0.0 0.0 0.0 0.43
H 0.841 1.493 -4.906 0.0 0.0 0.0 0.20
H 1.832 0.048 -5.096 0.0 0.0 0.0 0.22
H -3.673 -1.982 -3.898 0.0 0.0 0.0 0.34
H -5.427 -3.562 -3.168 0.0 0.0 0.0 0.37
H -5.085 -4.931 -1.131 0.0 0.0 0.0 0.37
H -2.982 -4.715 0.155 0.0 0.0 0.0 0.42
H -1.222 -3.174 -0.603 0.1 0.0 0.0 0.63
H -1.412 1.414 1.525 -0.4 0.3 0.4 -0.26
H -3.007 2.120 3.180 0.0 0.0 0.0 0.51
H -2.686 4.290 4.370 0.0 0.0 0.0 0.41
H -0.681 5.662 3.875 0.0 0.0 0.0 0.40
H 0.929 4.928 2.160 0.0 0.0 0.0 0.37
Cl -6.966 0.273 -1.048 0.0 0.0 0.0 -0.30
C -5.255 0.687 -1.014 0.0 0.0 -0.1 0.12
C -4.338 -0.263 -0.590 0.0 -0.5 -0.1 -0.57
C -2.979 0.003 -0.618 0.3 0.5 -0.1 1.16
Cl -2.523 -0.861 2.009 0.0 -0.1 0.1 -0.34
C -2.600 1.294 -0.993 -0.3 0.0 -0.2 -0.51
O -1.288 1.515 -0.881 -0.2 0.4 0.0 0.09
C -3.526 2.265 -1.378 0.0 0.0 0.0 0.37
Cl -2.973 3.869 -1.797 0.0 0.0 0.0 -0.30
C -4.876 1.959 -1.413 0.1 0.0 0.0 -0.65
H -4.711 -1.224 -0.247 0.0 0.0 0.0 0.38
H -5.600 2.692 -1.739 0.0 0.0 0.0 0.46
C 0.433 -1.021 2.368 0.1 0.8 -0.3 -0.85
C 1.351 0.046 2.868 0.1 0.0 0.1 1.10
C 2.678 0.258 2.466 0.0 0.0 0.0 0.38
C 3.438 1.300 2.981 0.0 0.0 0.0 -1.04
C 2.920 2.168 3.932 -0.1 0.0 0.0 -0.57
C 1.617 1.961 4.371 0.1 0.0 0.0 -0.63
C 0.861 0.924 3.853 0.0 -0.1 0.0 -0.73
H 3.135 -0.389 1.730 0.0 0.1 0.0 0.39
H 4.455 1.435 2.629 0.0 0.0 0.0 0.40
H 3.516 2.984 4.322 0.0 0.0 0.0 0.38
H 1.187 2.610 5.126 0.0 0.0 0.0 0.40
H -0.153 0.780 4.210 0.0 0.0 0.0 0.33
```
Forces are in eV/Å.

***

Entry 2:
Computed, not measured: a 2-piece molecular cluster, CH8N2P overall in a non-equilibrium geometry, with wB97M-V/def2-TZVPD.

The value obtained for the total energy is -493.2584 Eh. The expectation value of S² is 2.005. As for the energy above the lowest of the compared OMol25 structures with the same formula, charge and spin: 2.794 eV. Its multiplicity is 3. Its net charge is +1.

```
12
Properties=species:S:1:pos:R:3:forces:R:3:mulliken_charge:R:1
C 0.038 0.174 -0.057 -1.4 -2.8 2.2 -0.25
N 0.618 1.114 0.749 -0.4 -2.7 -1.1 -0.36
N 0.968 -0.980 -0.590 -1.3 0.4 -2.8 -0.43
P -1.777 -0.505 0.125 0.9 2.1 -0.2 -0.02
H -0.363 0.838 -1.838 -0.4 0.7 -1.8 0.12
H 0.067 1.211 1.545 -0.7 0.9 1.7 0.29
H 1.079 1.908 0.415 1.0 1.4 -0.7 0.21
H 0.536 -1.489 -1.497 0.9 1.9 2.1 0.44
H 1.756 -0.358 -0.955 -0.2 -2.2 0.9 0.40
H 1.081 -1.829 0.030 0.9 1.6 -0.2 0.37
H -1.701 -0.857 1.461 0.4 -0.6 0.7 0.12
H -2.303 0.773 0.613 0.3 -0.7 -0.8 0.11
```
Forces are in eV/Å.

***

Entry 3:
Computed, not measured: a single C4H10S molecule in a non-equilibrium geometry, with wB97M-V/def2-TZVPD.

The value obtained for the total energy is -556.5814 Eh. As for the energy above the lowest of the compared OMol25 structures with the same formula, charge and spin: 0.017 eV. Its SMILES is CCCSC.

```
15
Properties=species:S:1:pos:R:3:forces:R:3:mulliken_charge:R:1
C -1.327 -0.588 -1.366 -1.0 -0.6 0.8 -1.10
C -0.871 -0.707 0.087 0.7 0.5 0.1 -0.28
C 0.645 -0.889 0.220 -0.4 -0.1 -0.2 -0.81
S 1.609 0.502 -0.407 0.1 0.1 -0.1 -0.07
C 1.278 1.705 0.893 0.2 0.0 0.5 -0.80
H -1.129 0.401 -1.762 0.3 -0.1 -0.3 0.31
H -0.901 -1.398 -1.951 0.3 0.2 -0.3 0.31
H -2.413 -0.759 -1.397 0.2 0.2 -0.1 0.33
H -1.367 -1.521 0.621 -0.1 0.0 -0.1 0.35
H -1.091 0.225 0.615 -0.4 -0.1 0.1 0.21
H 0.961 -1.743 -0.376 0.1 -0.1 0.0 0.38
H 0.923 -1.071 1.256 0.1 0.0 0.1 0.35
H 2.143 2.367 0.993 -0.1 -0.1 -0.1 0.32
H 0.393 2.314 0.740 -0.1 0.0 -0.2 0.25
H 1.147 1.161 1.834 0.1 0.1 0.0 0.25
```
Forces are in eV/Å.